1.
Formula: C13H37ClN3O8
Source: the OMol25 dataset
Level of theory: ωB97M-V/def2-TZVPD

```
! wB97M-V def2-TZVPD RIJCOSX def2/J DEFGRID3
* xyz -1 1
Cl -0.23 -0.15 0.63
O -1.05 1.49 3.56
O 0.60 1.02 0.72
O -6.81 -3.84 -0.31
O 0.02 -0.79 -0.64
O 0.29 -1.05 1.55
O 3.65 -1.82 2.97
O -1.61 0.24 0.73
O 1.96 2.84 -5.53
N 3.24 -0.76 0.28
N -3.97 -1.46 -0.46
N 0.61 1.79 -3.30
C 4.98 0.91 0.78
C 2.96 2.72 -6.47
C -6.71 -4.43 0.95
C -5.13 -2.05 0.22
C -6.10 -0.80 0.47
C 3.59 -2.12 4.40
C -1.30 0.51 4.54
C 1.62 3.36 -1.82
C 4.42 -0.46 1.09
C 2.37 3.19 -4.25
C 4.20 -0.55 2.63
C -5.64 -3.09 -0.73
C 1.28 3.07 -3.22
H 2.46 -0.14 0.49
H 5.17 -1.22 0.88
H 5.12 1.10 -0.28
H 2.95 -1.43 4.96
H 2.46 2.85 -7.43
H -4.90 -3.82 -1.05
H 2.43 2.75 -1.42
H -5.94 -5.20 0.94
H 4.57 -2.12 4.89
H -0.33 0.20 4.93
H 1.91 4.39 -1.60
H 5.09 -0.39 3.24
H 0.79 3.21 -1.13
H -3.72 -0.54 -0.13
H 5.99 0.99 1.20
H 0.60 3.91 -3.40
H 3.29 1.69 -6.30
H -6.49 -3.86 1.85
H -7.70 -4.82 1.16
H 3.29 -3.14 4.62
H -0.89 1.13 2.68
H 3.41 -0.52 -0.68
H -5.93 -2.61 -1.67
H 4.52 1.83 1.14
H -3.14 -2.02 -0.29
H -7.08 -1.05 0.90
H 0.72 1.42 -4.23
H 1.31 1.25 -2.81
H -1.83 0.96 5.38
H -4.85 -2.46 1.19
H 2.68 4.24 -4.30
H -1.93 -0.33 4.24
H -6.30 -0.32 -0.48
H -5.58 -0.05 1.06
H 3.76 3.46 -6.39
H 3.53 0.21 3.03
H 3.28 2.66 -3.98
*
```

Calculated values
Frontier orbital gap, eV: 8.7
Energy above the lowest of the compared OMol25 structures with the same formula, charge and spin, kcal per mole: 0.0
LUMO energy, eV: 2.698
E, Eh: -1743.5687

Atom charges from the Mulliken analysis, given in e for atoms 1 to 8: atom 1 (Cl): 1.52, atom 2 (O): -0.53, atom 3 (O): -0.62, atom 4 (O): -0.34, atom 5 (O): -0.73, atom 6 (O): -0.55, atom 7 (O): -0.32, atom 8 (O): -0.61



2.
Formula: C3H8N2
Source: the OMol25 dataset
Level of theory: ωB97M-V/def2-TZVPD

```
! wB97M-V def2-TZVPD RIJCOSX def2/J DEFGRID3
* xyz 0 1
N -0.54 0.67 1.23
N -0.89 -1.90 0.05
C -0.39 -0.71 -0.65
C 0.12 0.38 -0.03
C 1.19 1.17 -0.62
H 0.91 2.35 -0.83
H -1.58 -2.31 -0.60
H 1.68 0.67 -1.49
H 0.03 1.33 1.87
H 1.90 1.07 0.18
H -0.72 -0.21 1.73
H -0.32 -0.82 -1.69
H -1.40 -1.68 0.84
*
```

Calculated values
Frontier orbital gap, eV: 8.3
Energy above the lowest of the compared OMol25 structures with the same formula, charge and spin, kcal per mole: 60.5
Structure (SMILES): C/C(N)=C/N
LUMO energy, eV: 1.057
E, Eh: -228.5522

Atom charges from the Mulliken analysis, given in e for atoms 1 to 8: atom 1 (N): -0.60, atom 2 (N): -0.61, atom 3 (C): -0.27, atom 4 (C): 0.38, atom 5 (C): -1.02, atom 6 (H): 0.22, atom 7 (H): 0.25, atom 8 (H): 0.31